# 1
# C5H12N2O

A molecular structure, C5H12N2O (wB97M-V/def2-TZVPD, the Open Molecules 2025 dataset).

The geometry in ORCA input format:
```
! RIJCOSX wB97M-V def2-TZVPD def2/J DEFGRID3
* xyz 0 1
N -1.596 1.218 -0.845
C -0.533 0.294 -0.497
C 0.609 0.921 0.124
C 1.952 0.915 -0.566
C 2.476 -0.486 -0.861
C -1.098 -0.768 0.623
N -0.413 -1.861 0.749
O -2.070 -0.330 1.243
H -2.028 0.909 -1.706
H -2.280 1.088 -0.093
H -0.288 -0.407 -1.267
H 0.383 1.816 0.701
H 0.969 0.084 1.192
H 1.892 1.545 -1.451
H 2.655 1.348 0.152
H 1.894 -0.971 -1.647
H 3.476 -0.504 -1.229
H 2.439 -1.109 0.028
H -1.077 -2.617 0.869
H 1.376 -0.196 1.790
*
```

As for the energy relative to the best compared isomer or geometry (same formula, charge and spin): 146.45 kcal per mole. The calculation puts the HOMO-LUMO gap at 5.89 eV. The total energy is -10402.0733 eV. The value obtained for the LUMO energy is -2.04 eV.



# 2
# C33H78N3O12S9

9 unconnected molecules or ions with the total composition C33H78N3O12S9 (wB97M-V/def2-TZVPD, the Open Molecules 2025 dataset).

The geometry in ORCA input format:
```
! RIJCOSX wB97M-V def2-TZVPD def2/J DEFGRID3
* xyz 0 2
C 4.592 -3.553 -2.012
C 4.946 -2.200 -1.434
O 4.098 -1.204 -1.988
C 3.492 -0.326 -1.068
C 2.569 0.523 -1.925
O 1.882 1.590 -1.310
C 0.767 1.393 -0.427
C -0.108 0.209 -0.866
C 0.259 -1.154 -0.294
S -1.008 -2.372 -0.809
C -1.280 -3.201 0.690
N -2.365 -3.926 1.023
N -2.105 -4.417 2.308
C -0.924 -3.910 2.661
O -0.333 -3.147 1.691
C 1.204 1.284 1.034
C 1.526 2.623 1.705
C 2.558 3.460 0.934
C 2.060 2.359 3.106
N 0.235 3.375 1.780
O -0.315 3.501 2.915
C -0.722 3.282 0.625
C -1.183 4.712 0.325
C -1.951 2.468 1.033
C -0.026 2.699 -0.603
H 3.510 -3.694 -1.981
H 5.047 -4.348 -1.429
H 4.916 -3.641 -3.050
H 5.980 -1.938 -1.673
H 4.855 -2.219 -0.345
H 4.232 0.317 -0.575
H 2.962 -0.903 -0.308
H 3.207 0.996 -2.674
H 1.879 -0.122 -2.477
H -0.059 0.138 -1.953
H -1.153 0.409 -0.630
H 0.305 -1.164 0.789
H 1.188 -1.535 -0.706
H -0.404 -4.035 3.596
H 2.066 0.630 1.157
H 0.385 0.839 1.609
H 3.143 4.060 1.630
H 2.099 4.115 0.202
H 3.243 2.805 0.398
H 3.063 1.938 3.005
H 1.445 1.641 3.645
H 2.134 3.282 3.674
H -1.518 5.192 1.236
H -2.029 4.687 -0.366
H -0.389 5.286 -0.154
H -2.436 2.936 1.884
H -2.650 2.471 0.193
H -1.727 1.427 1.265
H -0.799 2.541 -1.357
H 0.662 3.434 -1.013
C -1.255 1.473 -6.343
S -0.651 0.073 -5.397
O -0.686 0.495 -3.966
C 1.060 0.185 -5.912
H -2.312 1.587 -6.114
H -0.709 2.370 -6.050
H -1.127 1.267 -7.406
H 1.447 1.173 -5.660
H 1.123 -0.004 -6.983
H 1.606 -0.586 -5.374
C -3.236 9.380 1.668
S -2.502 8.023 2.587
O -3.001 6.773 1.941
C -3.490 8.248 4.068
H -2.790 9.379 0.675
H -4.313 9.222 1.604
H -3.011 10.319 2.173
H -4.546 8.175 3.804
H -3.261 9.218 4.509
H -3.218 7.456 4.764
C -6.168 6.801 0.241
S -7.459 6.792 1.484
O -7.070 7.815 2.494
C -7.014 5.198 2.182
H -6.227 7.753 -0.285
H -5.198 6.703 0.735
H -6.329 5.986 -0.464
H -5.978 5.236 2.518
H -7.151 4.423 1.427
H -7.679 5.014 3.023
C -1.894 -3.992 -4.350
S -0.143 -4.126 -4.710
O 0.076 -3.508 -6.049
C -0.101 -5.902 -4.953
H -2.120 -2.935 -4.222
H -2.461 -4.401 -5.186
H -2.112 -4.526 -3.426
H -0.788 -6.166 -5.756
H -0.384 -6.394 -4.020
H 0.919 -6.183 -5.221
C 5.695 -5.519 -5.653
S 4.212 -5.606 -4.646
O 3.383 -6.716 -5.197
C 3.459 -4.098 -5.250
H 6.277 -6.416 -5.456
H 5.412 -5.479 -6.704
H 6.269 -4.637 -5.368
H 3.341 -4.152 -6.332
H 4.056 -3.235 -4.956
H 2.478 -4.060 -4.787
C 3.193 -6.295 2.454
S 2.663 -4.653 2.913
O 3.795 -3.723 2.647
C 2.654 -4.949 4.687
H 3.296 -6.315 1.372
H 4.149 -6.515 2.930
H 2.425 -7.009 2.742
H 3.650 -5.258 5.003
H 1.919 -5.720 4.919
H 2.383 -4.016 5.177
C -0.939 4.436 5.789
S -2.199 4.769 7.017
O -1.776 5.990 7.754
C -1.809 3.371 8.076
H -0.981 5.228 5.045
H 0.040 4.426 6.267
H -1.141 3.485 5.297
H -0.769 3.442 8.393
H -1.988 2.444 7.531
H -2.467 3.424 8.941
C -0.763 -7.454 -1.028
S -0.419 -6.758 0.590
O 0.689 -7.571 1.165
C -1.933 -7.310 1.371
H 0.106 -7.256 -1.654
H -0.914 -8.529 -0.934
H -1.647 -6.971 -1.445
H -1.997 -8.396 1.294
H -2.781 -6.824 0.890
H -1.891 -7.002 2.412
*
```

The calculation puts the HOMO-LUMO gap (alpha / beta) at 8.11 / 8.99 eV. The total energy is -162034.3887 eV. The value obtained for the LUMO energy (alpha / beta) is 0.36 / 0.35 eV. Its expectation value of S² is 0.75.



# 3
# C8H8F3NO2

C8H8F3NO2 in the gas phase (wB97M-V/def2-TZVPD, the Open Molecules 2025 dataset).

The geometry in ORCA input format:
```
! RIJCOSX wB97M-V def2-TZVPD def2/J DEFGRID3
* xyz 0 1
C -0.871 0.994 2.622
C -0.292 0.358 1.365
C -0.961 0.586 0.222
C -0.447 0.200 -1.130
C 0.234 1.377 -1.853
F -0.523 2.414 -2.070
F 1.253 1.884 -1.173
F 0.655 0.847 -3.041
C 0.679 -0.943 -1.033
N -0.084 -2.281 -1.001
O 0.021 -2.839 0.028
O -0.691 -2.566 -2.015
C 1.514 -0.927 0.237
C 0.944 -0.331 1.332
H -1.930 0.976 2.279
H -0.527 1.989 2.748
H -0.618 0.509 3.549
H -2.012 0.865 0.162
H -1.264 -0.140 -1.739
H 1.193 -0.841 -1.933
H 2.278 -1.638 0.180
H 1.450 -0.496 2.262
*
```

As for the energy relative to the best compared isomer or geometry (same formula, charge and spin): 44.20 kcal per mole. Its SMILES is CC1=C[C@@H](C(F)(F)F)[C@H]([N+](=O)[O-])C=C1. The calculation puts the HOMO-LUMO gap at 8.96 eV. The total energy is -22159.3172 eV. The value obtained for the LUMO energy is -0.06 eV.



# 4
# C19H14AsClGaN4O4S4Se

A molecular structure, C19H14AsClGaN4O4S4Se (wB97M-V/def2-TZVPD, the Open Molecules 2025 dataset).

The geometry in ORCA input format:
```
! RIJCOSX wB97M-V def2-TZVPD def2/J DEFGRID3
* xyz -1 1
Ga 1.244 1.155 -1.035
S 4.077 4.006 -0.193
As 3.356 3.087 -1.900
S 3.343 0.708 -1.571
S 1.059 3.151 -2.000
S 4.230 3.488 -3.733
O -3.026 0.659 2.958
C -3.603 0.428 1.792
O -4.769 0.129 1.710
C -2.748 0.584 0.567
C -3.212 0.507 -0.735
Cl -4.766 0.071 -1.258
N -2.170 0.739 -1.579
N -1.054 0.941 -0.872
C -1.371 0.871 0.402
C -0.230 0.946 1.374
O -0.441 0.856 2.584
O 0.934 1.055 0.856
C -2.111 0.811 -3.017
C -3.181 1.292 -3.760
C -3.071 1.373 -5.141
C -1.902 0.996 -5.783
C -0.830 0.536 -5.032
C -0.935 0.438 -3.655
H -2.033 0.784 2.870
H -4.082 1.638 -3.282
H -3.909 1.753 -5.713
H -1.821 1.072 -6.860
H 0.100 0.256 -5.509
H -0.103 0.054 -3.091
C -0.629 -2.674 1.975
N 0.718 -2.165 1.794
C 1.296 -1.820 0.616
Se 0.518 -1.858 -1.058
N 2.544 -1.401 0.898
C 2.766 -1.418 2.270
C 3.853 -1.041 3.040
C 3.734 -1.201 4.412
C 2.567 -1.713 4.988
C 1.479 -2.083 4.211
C 1.608 -1.927 2.841
H -1.126 -2.677 1.010
H -1.172 -2.031 2.666
H -0.596 -3.693 2.364
H 3.098 -0.886 0.223
H 4.742 -0.624 2.582
H 4.558 -0.914 5.054
H 2.503 -1.803 6.065
H 0.564 -2.455 4.656
*
```

As for the energy relative to the best compared isomer or geometry (same formula, charge and spin): 0.00 kcal per mole. The calculation puts the HOMO-LUMO gap at 6.58 eV. The total energy is -268513.0223 eV. The value obtained for the LUMO energy is 1.93 eV.